one.
DFT (the ωB97M-V functional and the def2-TZVPD basis) results for an isolated molecule of C3H3NO3.

CARTESIAN COORDINATES (ANGSTROEM)
C  0.3286  -0.6716  -0.0263
C  -1.0059  -1.0993  -0.1226
C  0.0541  0.6976  0.0173
H  2.1800  -0.3700  0.0509
H  -1.3631  -2.1701  -0.0148
H  0.3894  2.4921  0.3274
N  -1.9523  -0.2592  -0.1041
O  1.6057  -1.2464  0.0022
O  -1.2069  0.9681  0.0675
O  0.9703  1.6590  -0.1975

Values from the calculation:
**E_HOMO**: -0.320 Ha
**Gap between HOMO and LUMO**: 8.80 eV
**LUMO**: 0.1 eV
**SMILES string**: Oc1cnoc1O
**Total charge**: 0

***

two.
DFT (the ωB97M-V functional and the def2-TZVPD basis) results for an isolated molecule of C3H3NO3.

CARTESIAN COORDINATES (ANGSTROEM)
C  -1.1380  -2.0130  0.7043
C  0.4886  0.6595  -0.7054
C  1.0345  1.9509  -0.2377
H  -2.0203  -2.6912  0.4520
H  -0.8585  -1.8246  1.8199
H  1.2591  2.4605  -1.1958
N  -0.6866  -1.2541  -0.1910
O  0.2516  -0.2756  0.3259
O  0.3196  0.6696  -1.8838
O  1.3500  2.3181  0.9118

Values from the calculation:
**E_HOMO**: -0.391 Ha
**Gap between HOMO and LUMO**: 9.92 eV
**LUMO**: -0.7 eV
**SMILES string**: C=NOC(=O)C=O
**Total charge**: 0

***

three.
DFT (the ωB97M-V functional and the def2-TZVPD basis) results for an isolated molecule of C3H3NO3.

CARTESIAN COORDINATES (ANGSTROEM)
N  -0.7968  0.0503  -1.8947
C  -0.3024  0.0536  -0.7337
O  -0.4517  -0.9540  0.1607
C  0.1258  -0.9507  1.4378
O  1.0193  -1.6851  1.7034
C  0.5254  1.2481  -0.3428
O  0.9877  1.3984  0.7608
H  -1.3293  -0.8045  -2.0654
H  -0.4267  -0.3222  2.1441
H  0.6486  1.9662  -1.1701

Values from the calculation:
**E_HOMO**: -0.405 Ha
**Gap between HOMO and LUMO**: 10.51 eV
**LUMO**: -0.5 eV
**SMILES string**: [H]/N=C(/C=O)OC=O
**Total charge**: 0

***

It turns out three is the most stable, with the second structure 217.1 kJ/mol higher.

***

one.
DFT (the ωB97M-V functional and the def2-TZVPD basis) results for an isolated molecule of C3H3NO3.

CARTESIAN COORDINATES (ANGSTROEM)
C  -1.1897  0.3089  -0.1853
C  0.1650  1.0006  -0.0790
C  1.2260  -0.1136  -0.2519
O  -1.6362  -0.0465  1.0132
N  1.1645  -1.1747  0.4117
O  -1.7504  0.1217  -1.2344
O  0.4038  2.1668  -0.0302
H  -2.3869  -0.6619  0.9446
H  1.9619  -1.8040  0.3265
H  2.0421  0.2026  -0.9152

Values from the calculation:
**E_HOMO**: -0.367 Ha
**Gap between HOMO and LUMO**: 9.83 eV
**LUMO**: -0.2 eV
**SMILES string**: [H]/N=C/C(=O)C(=O)O
**Total charge**: 0

***

two.
DFT (the ωB97M-V functional and the def2-TZVPD basis) results for an isolated molecule of C3H3NO3.

CARTESIAN COORDINATES (ANGSTROEM)
N  -1.1376  1.2387  -0.7237
C  -0.3518  0.3863  -0.2200
O  1.0078  0.5940  -0.2307
C  1.8683  -0.3285  0.3098
O  3.0463  -0.1560  0.2888
C  -1.4148  -0.7282  0.2715
O  -1.3529  -1.7870  0.8215
H  -0.7530  2.0689  -1.1405
H  1.3428  -1.1871  0.7466
H  -2.2552  -0.1011  -0.1233

Values from the calculation:
**E_HOMO**: -0.395 Ha
**Gap between HOMO and LUMO**: 10.57 eV
**LUMO**: -0.2 eV
**SMILES string**: [H]/N=C(/C=O)OC=O
**Total charge**: 0

***

It turns out one is the most stable, with the second structure 81.7 kJ/mol higher.